1.
A cluster of 11 separate species, C48H102N2O9 in total in a non-equilibrium geometry. Source: OMol25; level of theory: ωB97M-V/def2-TZVPD.

Results
gap between HOMO and LUMO = 0.3188 Eh
total energy = -72831.666 eV
energy above the lowest of the compared OMol25 structures with the same formula, charge and spin = 0.6787 eV
SMILES = CCN(CC)CC.CCN(CC)CC.C1CCOC1.C1CCOC1.C1CCOC1.C1CCOC1.C1CCOC1.C1CCOC1.C1CCOC1.C1CCOC1.C1CCOC1

Element x y z (Å)
C 24.90 6.97 -22.18
C 25.00 5.59 -22.79
C 26.43 5.61 -23.42
O 26.75 7.00 -23.54
C 25.71 7.89 -23.09
H 25.28 7.05 -21.16
H 23.88 7.36 -22.06
H 24.26 5.37 -23.56
H 24.92 4.79 -22.05
H 26.42 5.08 -24.37
H 27.14 5.19 -22.71
H 25.06 8.30 -23.87
H 26.22 8.67 -22.53
C 19.64 10.66 -14.81
C 19.73 9.66 -15.98
C 19.72 8.30 -15.28
O 18.89 8.47 -14.14
C 18.82 9.84 -13.79
H 19.26 11.65 -15.06
H 20.65 10.83 -14.42
H 20.58 9.89 -16.62
H 18.78 9.78 -16.50
H 20.73 8.07 -14.91
H 19.44 7.46 -15.91
H 19.14 10.04 -12.76
H 17.75 10.07 -13.89
C 20.16 4.82 -25.16
C 20.76 6.16 -25.47
C 22.30 5.90 -25.44
O 22.43 4.51 -25.12
C 21.26 4.10 -24.39
H 19.83 4.18 -25.98
H 19.21 4.96 -24.64
H 20.51 6.91 -24.72
H 20.44 6.61 -26.42
H 22.79 6.52 -24.69
H 22.74 6.18 -26.39
H 21.26 4.34 -23.33
H 21.12 3.03 -24.55
C 22.52 3.47 -19.34
C 21.22 2.95 -18.74
C 20.42 2.73 -20.03
O 20.97 3.57 -21.03
C 22.08 4.31 -20.52
H 23.11 2.61 -19.68
H 23.31 3.88 -18.71
H 20.75 3.66 -18.06
H 21.39 2.00 -18.24
H 19.35 2.94 -19.92
H 20.57 1.69 -20.34
H 21.74 5.29 -20.16
H 22.87 4.49 -21.25
C 15.37 2.30 -18.86
C 14.79 2.88 -20.16
C 14.94 4.38 -19.90
O 16.10 4.54 -19.08
C 16.42 3.31 -18.42
H 15.79 1.32 -19.09
H 14.58 2.25 -18.11
H 13.78 2.50 -20.33
H 15.45 2.62 -20.99
H 14.10 4.86 -19.39
H 15.07 4.95 -20.82
H 16.39 3.37 -17.33
H 17.43 3.05 -18.76
C 23.56 10.61 -26.41
C 22.37 9.64 -26.35
C 22.02 9.51 -24.85
O 22.84 10.52 -24.26
C 23.29 11.46 -25.20
H 23.71 11.10 -27.37
H 24.52 10.11 -26.24
H 22.56 8.69 -26.86
H 21.61 10.21 -26.89
H 22.29 8.57 -24.37
H 20.94 9.59 -24.66
H 24.17 11.96 -24.80
H 22.51 12.23 -25.36
C 15.09 8.83 -16.33
C 13.96 9.83 -16.03
C 13.24 9.89 -17.36
O 13.28 8.54 -17.89
C 14.50 7.95 -17.41
H 15.39 8.24 -15.48
H 15.96 9.38 -16.72
H 14.33 10.75 -15.58
H 13.34 9.33 -15.27
H 13.66 10.61 -18.06
H 12.17 10.07 -17.24
H 15.17 7.67 -18.22
H 14.17 7.06 -16.87
C 14.17 5.11 -24.72
C 13.92 3.92 -25.64
C 15.29 3.21 -25.63
O 16.00 3.73 -24.51
C 15.66 5.14 -24.41
H 13.71 4.96 -23.75
H 13.95 6.05 -25.26
H 13.70 4.15 -26.69
H 13.15 3.25 -25.26
H 15.88 3.50 -26.50
H 15.21 2.13 -25.49
H 16.37 5.65 -25.07
H 15.86 5.30 -23.35
C 22.96 13.37 -20.94
C 21.56 12.87 -20.86
C 21.51 12.25 -19.42
O 22.82 11.71 -19.24
C 23.78 12.42 -20.06
H 23.05 14.39 -20.56
H 23.31 13.37 -21.98
H 21.38 12.03 -21.53
H 20.75 13.59 -21.00
H 20.73 11.51 -19.31
H 21.37 13.09 -18.74
H 24.21 11.60 -20.64
H 24.49 12.96 -19.43
C 16.40 10.04 -24.19
C 17.80 9.51 -24.54
N 18.36 9.91 -25.82
C 17.73 9.24 -26.95
C 18.56 9.51 -28.24
C 18.40 11.37 -25.94
C 19.29 12.02 -24.91
H 15.69 9.94 -25.02
H 16.40 11.12 -24.06
H 15.94 9.51 -23.35
H 18.47 9.84 -23.73
H 17.80 8.42 -24.45
H 17.75 8.17 -26.75
H 16.70 9.57 -27.14
H 19.61 9.44 -27.98
H 18.32 8.78 -29.01
H 18.35 10.50 -28.65
H 17.37 11.75 -26.00
H 18.82 11.69 -26.90
H 19.71 12.96 -25.27
H 20.23 11.54 -24.61
H 18.73 12.28 -24.01
C 17.69 9.04 -19.26
C 17.83 8.02 -20.39
N 19.24 7.74 -20.65
C 19.38 6.70 -21.68
C 18.41 5.54 -21.56
C 20.05 8.93 -20.93
C 21.49 8.60 -21.33
H 18.21 8.80 -18.33
H 16.64 9.20 -19.03
H 18.02 10.06 -19.52
H 17.30 7.14 -20.03
H 17.34 8.36 -21.32
H 20.42 6.36 -21.71
H 19.33 7.15 -22.69
H 17.45 5.61 -22.07
H 18.30 5.29 -20.50
H 18.94 4.73 -22.07
H 19.55 9.60 -21.65
H 20.11 9.42 -19.95
H 21.77 7.75 -20.71
H 21.49 8.35 -22.39
H 22.10 9.47 -21.08

---

2.
A structure of composition C48H103CaClN5O9 in a non-equilibrium geometry. Source: OMol25; level of theory: ωB97M-V/def2-TZVPD.

Results
gap between HOMO and LUMO = 0.3343 Eh
net charge = +3
total energy = -108269.108 eV
energy above the lowest of the compared OMol25 structures with the same formula, charge and spin = 0.0095 eV

Element x y z (Å)
Ca 0.63 -0.27 -0.16
C -1.16 -1.71 -4.97
C -0.05 -0.77 -5.55
C -0.29 0.67 -4.90
N 0.80 1.76 -5.29
C 0.26 3.13 -4.79
C 1.10 4.37 -5.24
C 1.18 4.39 -6.74
C 1.67 3.12 -7.28
C 0.94 1.83 -6.81
C 2.11 1.47 -4.56
H -0.78 -1.81 -3.95
H -1.15 -2.60 -5.60
H -2.17 -1.31 -5.07
H -0.17 -0.72 -6.63
H 0.89 -1.29 -5.36
H -0.39 0.59 -3.81
H -1.18 1.11 -5.35
H -0.75 3.18 -5.20
H 0.21 3.05 -3.71
H 0.46 5.23 -5.05
H 2.03 4.59 -4.72
H 0.17 4.43 -7.16
H 1.78 5.21 -7.14
H 1.60 3.04 -8.36
H 2.73 3.03 -7.03
H -0.06 2.03 -7.19
H 1.40 0.92 -7.20
H 2.51 0.53 -4.96
H 1.82 1.30 -3.53
H 2.83 2.28 -4.61
C -4.68 1.55 0.83
C -4.10 2.88 1.03
C -2.84 3.08 0.11
N -2.29 4.54 -0.13
C -3.39 5.48 -0.61
C -2.87 6.85 -1.14
C -1.61 6.77 -2.04
C -0.56 5.82 -1.38
C -1.08 4.47 -1.14
C -1.80 5.01 1.32
H -5.72 1.60 1.18
H -4.03 0.87 1.39
H -4.66 1.19 -0.20
H -3.94 3.03 2.10
H -4.86 3.60 0.73
H -3.00 2.60 -0.85
H -1.98 2.60 0.57
H -3.86 4.89 -1.39
H -4.21 5.63 0.09
H -3.71 7.32 -1.64
H -2.63 7.57 -0.35
H -1.87 6.26 -2.97
H -1.19 7.75 -2.26
H 0.35 5.80 -1.97
H -0.21 6.30 -0.47
H -1.45 3.99 -2.04
H -0.36 3.76 -0.74
H -1.50 6.06 1.29
H -0.96 4.35 1.53
H -2.60 4.89 2.04
C 7.51 -0.53 0.73
C 6.94 -1.93 1.11
C 5.57 -2.29 0.39
N 5.05 -3.75 0.64
C 4.79 -3.87 2.20
C 4.12 -5.22 2.55
C 2.87 -5.54 1.75
C 3.11 -5.44 0.27
C 3.71 -4.07 -0.14
C 6.20 -4.73 0.24
H 7.87 -0.45 -0.29
H 8.32 -0.34 1.43
H 6.87 0.31 0.97
H 6.70 -1.79 2.17
H 7.77 -2.64 1.04
H 5.62 -2.16 -0.70
H 4.77 -1.69 0.81
H 4.04 -3.09 2.29
H 5.68 -3.65 2.78
H 4.11 -5.28 3.63
H 4.87 -5.97 2.30
H 2.04 -4.89 2.02
H 2.53 -6.53 2.04
H 2.23 -5.71 -0.31
H 3.83 -6.19 -0.07
H 3.04 -3.25 0.14
H 4.08 -4.05 -1.16
H 6.06 -5.81 0.35
H 7.06 -4.57 0.88
H 6.33 -4.41 -0.80
C -4.44 -2.97 1.96
C -3.27 -3.88 1.55
C -3.20 -4.01 0.10
N -1.94 -4.74 -0.44
C -2.11 -6.31 -0.24
C -0.96 -7.12 -0.97
C -0.94 -6.74 -2.49
C -0.84 -5.21 -2.73
C -1.97 -4.46 -2.01
C -0.60 -4.27 0.25
H -4.29 -2.84 3.03
H -5.35 -3.50 1.69
H -4.51 -2.02 1.43
H -3.33 -4.87 2.01
H -2.39 -3.35 1.92
H -3.13 -3.01 -0.34
H -4.06 -4.61 -0.20
H -3.09 -6.57 -0.63
H -2.15 -6.53 0.83
H -1.22 -8.18 -0.94
H -0.02 -6.98 -0.44
H -1.90 -7.10 -2.86
H -0.14 -7.29 -2.98
H -0.95 -5.09 -3.81
H 0.17 -4.86 -2.50
H -3.01 -4.73 -2.22
H -1.84 -3.38 -2.10
H 0.31 -4.36 -0.35
H -0.46 -4.78 1.20
H -0.80 -3.22 0.45
C -3.18 -0.06 4.24
C -2.02 0.38 3.40
C -1.62 1.79 3.74
N -0.53 2.08 4.88
C -0.07 3.63 4.86
C -1.28 4.65 5.14
C -1.69 4.47 6.61
C -2.13 3.00 6.81
C -1.07 1.87 6.34
C 0.75 1.20 4.80
H -4.09 0.52 4.05
H -2.97 -0.01 5.30
H -3.44 -1.09 4.00
H -2.26 0.28 2.34
H -1.28 -0.38 3.68
H -2.35 2.52 4.09
H -1.17 2.29 2.88
H 0.21 3.96 3.86
H 0.75 3.82 5.54
H -2.21 4.47 4.60
H -0.98 5.70 5.09
H -2.56 5.09 6.81
H -0.88 4.78 7.28
H -3.04 2.86 6.22
H -2.31 2.82 7.87
H -1.43 0.85 6.48
H -0.25 1.93 7.05
H 0.65 0.16 5.10
H 1.58 1.64 5.35
H 0.97 1.24 3.73
Cl 1.55 -1.79 -2.11
O 2.37 3.26 1.09
C 1.82 2.23 0.51
O 2.27 1.59 -0.49
O 0.70 1.84 0.96
H 1.58 3.60 1.52
O -2.77 -0.03 -2.35
C -1.78 -0.03 -1.48
O -0.97 0.85 -1.59
O -1.58 -0.87 -0.68
H -2.61 0.87 -2.66
O 1.81 -2.26 3.34
C 1.43 -1.58 2.24
O 0.26 -1.42 1.96
O 2.31 -1.18 1.44
H 0.96 -2.31 3.78